Computed, not measured: a 7-piece molecular cluster, C34H73BO13SSi overall in a non-equilibrium geometry, with ωB97M-V/def2-TZVPD.

Structure (XYZ):
```
123
Properties=species:S:1:pos:R:3:lowdin_charge:R:1
C -0.85656 2.84779 1.19832 -0.090
C -0.88114 3.51417 -0.17815 -0.243
C -1.49315 2.64496 -1.26991 -0.181
C -0.62804 1.39108 -1.56463 -0.343
C 0.36235 1.62010 -2.72770 -0.076
B -1.46990 0.08340 -1.80336 -0.612
S -2.28955 -0.10415 -3.48658 0.759
C -1.68761 -1.04416 -0.71959 -0.122
C -0.30434 -1.53270 -0.26016 -0.267
O 0.60055 -1.28625 -1.33034 -0.224
Si 2.08063 -2.09379 -1.26263 0.470
C 3.28860 -1.08704 -0.22899 -0.120
C 2.70786 -2.11775 -3.03965 -0.150
C 1.93480 -3.85851 -0.63897 -0.150
H -0.00421 2.17243 1.23605 0.062
H -0.70378 3.57573 1.98663 0.060
H -1.74979 2.25794 1.38069 0.060
H -1.43529 4.44557 -0.09041 0.102
H 0.14490 3.70804 -0.47929 0.110
H -2.51850 2.36465 -1.02712 0.102
H -1.49878 3.24047 -2.17766 0.106
H -0.00383 1.19740 -0.69584 0.103
H 0.48808 0.70686 -3.30021 0.052
H 1.34826 1.88365 -2.35337 0.080
H 0.00526 2.37961 -3.41639 0.075
H -1.65208 -1.13859 -4.04647 -0.142
H -2.17318 -1.87085 -1.22954 0.090
H -2.30553 -0.71769 0.11633 0.099
H -0.04398 -0.96823 0.64026 0.113
H -0.40523 -2.58601 -0.00414 0.107
H 4.04337 -0.66111 -0.88353 0.013
H 3.78958 -1.66950 0.53791 0.018
H 2.79524 -0.24061 0.24329 0.034
H 3.49356 -2.84641 -3.19052 0.031
H 1.85223 -2.32493 -3.67932 0.024
H 3.03767 -1.11295 -3.29122 0.021
H 2.73519 -4.46393 -1.04992 0.032
H 0.98643 -4.31888 -0.90293 0.031
H 2.00048 -3.87827 0.44643 0.017
O 5.64867 -0.76737 -3.68752 0.101
C 6.45779 -0.53818 -2.82845 -0.522
O 6.23667 -1.00648 -1.58802 -0.024
C 7.21336 -0.96487 -0.53915 -0.221
C 7.17721 0.34338 0.21868 -0.063
C 7.67012 0.32602 -3.08896 0.013
H 8.20710 -1.19605 -0.92778 0.111
H 6.93836 -1.77865 0.13020 0.113
H 7.43917 1.18919 -0.42084 0.070
H 7.87188 0.31809 1.05761 0.085
H 6.17976 0.51839 0.60571 0.060
H 7.39975 1.36714 -2.91908 0.095
H 7.95469 0.20356 -4.13080 0.089
H 8.53353 0.07540 -2.47769 0.070
O 5.55343 0.01761 2.82673 0.096
C 5.46894 -1.05135 3.36953 -0.517
O 5.66791 -2.16091 2.63147 -0.019
C 5.71601 -3.48019 3.19004 -0.228
C 4.32969 -4.07894 3.25248 -0.052
C 5.06814 -1.18371 4.81932 0.019
H 6.22270 -3.48035 4.15573 0.109
H 6.33968 -4.05793 2.50920 0.122
H 3.67653 -3.51165 3.91515 0.071
H 4.36248 -5.10921 3.60713 0.086
H 3.87323 -4.06659 2.26297 0.073
H 3.98115 -1.22379 4.87751 0.097
H 5.41574 -0.29982 5.34768 0.090
H 5.48606 -2.05387 5.31919 0.071
O 0.45904 -3.53201 3.47404 0.089
C -0.68415 -3.23341 3.69857 -0.527
O -1.58018 -4.21000 3.92016 0.002
C -2.93616 -3.94732 4.30040 -0.231
C -3.79526 -3.71928 3.07584 -0.061
C -1.14672 -1.79568 3.61813 0.021
H -2.98964 -3.11836 5.00702 0.109
H -3.26557 -4.83643 4.83586 0.121
H -3.47626 -2.83976 2.51851 0.053
H -4.83960 -3.57888 3.35380 0.084
H -3.72543 -4.57429 2.40335 0.087
H -1.40502 -1.56812 2.58430 0.076
H -0.31957 -1.15744 3.91936 0.091
H -1.99158 -1.55673 4.25891 0.072
O -5.10153 -1.14314 1.28907 0.092
C -5.54097 -0.03251 1.14589 -0.522
O -6.55795 0.15603 0.28689 0.005
C -7.26927 1.39266 0.17960 -0.234
C -6.59298 2.35044 -0.77913 -0.058
C -4.92385 1.15531 1.84328 0.021
H -7.42479 1.83606 1.16387 0.112
H -8.25197 1.11922 -0.20101 0.122
H -5.60081 2.63659 -0.42909 0.065
H -7.18896 3.25586 -0.89551 0.082
H -6.47360 1.88267 -1.75627 0.085
H -4.10934 1.54547 1.23345 0.077
H -4.51631 0.81340 2.79113 0.092
H -5.62141 1.95978 2.06106 0.074
O -3.92526 0.50994 -8.45907 0.110
C -3.23633 -0.45688 -8.28680 -0.522
O -3.31626 -1.47574 -9.17099 -0.005
C -2.40860 -2.57908 -9.17413 -0.241
C -2.85159 -3.68025 -8.23295 -0.064
C -2.34837 -0.60093 -7.07248 -0.009
H -1.39160 -2.24446 -8.96599 0.111
H -2.41436 -2.94543 -10.19959 0.121
H -2.86540 -3.34242 -7.19665 0.067
H -2.18015 -4.53638 -8.30562 0.080
H -3.86097 -4.00548 -8.48416 0.083
H -2.92902 -1.04231 -6.26370 0.067
H -2.02386 0.38999 -6.76716 0.086
H -1.45516 -1.19755 -7.24629 0.073
O -3.72961 4.52999 3.43763 0.098
C -3.23164 5.49189 3.95648 -0.527
O -1.96695 5.81928 3.62683 -0.009
C -1.34196 7.04303 4.02528 -0.234
C -0.69601 6.93038 5.39033 -0.064
C -3.95109 6.28756 5.02061 0.013
H -2.04720 7.87308 3.96942 0.112
H -0.58002 7.22774 3.27005 0.123
H -1.43273 6.73571 6.16993 0.068
H -0.16959 7.85204 5.63883 0.082
H 0.01773 6.10694 5.40140 0.084
H -3.75297 5.83352 5.99061 0.095
H -5.01775 6.23267 4.82032 0.090
H -3.67501 7.33866 5.05294 0.071
```

As for the spin multiplicity: 1. As for the largest force on an atom: 1.46 eV Å⁻¹. As for the SMILES: CCC[C@H](C)B(S)CCO[Si](C)(C)C.CCOC(C)=O.CCOC(C)=O.CCOC(C)=O.CCOC(C)=O.CCOC(C)=O.CCOC(C)=O. Its HOMO energy is -8.6 eV.

=====

Computed, not measured: a 11-piece molecular cluster, C16H55BF4N3O10 overall in a non-equilibrium geometry, with ωB97M-V/def2-TZVPD.

Structure (XYZ):
```
89
Properties=species:S:1:pos:R:3:lowdin_charge:R:1
B -11.44916 2.26758 21.50756 -1.444
F -10.32864 2.75132 20.92597 0.130
F -12.43700 2.18377 20.56666 0.123
F -11.26891 1.07296 22.13551 0.126
F -11.74810 3.21747 22.48874 0.071
C -16.47074 -5.04334 22.27823 -0.105
C -15.54719 -4.84999 23.44969 -0.311
O -16.22273 -4.36141 24.63336 -0.088
H -17.05283 -4.15967 22.01670 0.071
H -17.23872 -5.77394 22.53226 0.070
H -15.94042 -5.32840 21.36960 0.074
H -14.82060 -4.07014 23.22168 0.108
H -14.96670 -5.75979 23.60262 0.105
H -15.93407 -3.46144 24.80163 0.076
C -11.75267 2.44567 14.65233 -0.086
C -11.14864 3.83106 15.06621 -0.295
O -9.83911 3.55953 15.52840 -0.100
H -12.74840 2.41672 14.20987 0.058
H -11.71835 1.79192 15.52384 0.067
H -11.17947 1.90074 13.90228 0.063
H -11.64825 4.40841 15.84414 0.108
H -11.04716 4.46099 14.18246 0.099
H -9.82312 3.25868 16.43990 0.086
O -8.17579 5.48222 24.03372 -0.055
H -7.81596 5.00187 24.77940 0.023
H -8.97962 5.01263 23.81104 0.032
O -10.15048 -2.58847 19.85400 -0.057
H -9.40955 -2.81891 20.41450 0.025
H -10.53800 -1.81975 20.27245 0.030
O -14.51265 0.78125 26.18191 -0.060
H -15.09276 1.52714 26.02904 0.027
H -13.76945 0.93155 25.59771 0.032
O -8.17139 8.29792 20.43787 -0.058
H -8.83345 7.87382 19.89192 0.030
H -8.10903 7.74217 21.21472 0.026
O -6.40227 0.96093 22.96670 -0.056
H -6.53626 1.41171 23.80041 0.022
H -7.10693 1.28228 22.40418 0.033
C -16.94363 6.83517 25.86203 -0.083
C -17.26338 6.70911 24.37243 -0.416
C -16.61965 7.90942 23.59779 -0.169
O -16.78710 7.75877 22.16096 -0.210
C -17.12244 8.89142 21.40360 -0.128
N -16.56797 5.50608 23.95568 0.023
H -17.51345 6.14195 26.48078 0.071
H -17.13269 7.79591 26.34092 0.066
H -15.90383 6.59921 26.08842 0.077
H -18.30705 6.59220 24.08060 0.139
H -15.54448 7.88396 23.77512 0.124
H -17.05575 8.85397 23.92299 0.114
H -16.39669 9.67902 21.60627 0.082
H -18.12506 9.22071 21.67641 0.080
H -17.12777 8.73474 20.32493 0.085
H -16.99705 5.28186 23.06927 0.065
H -15.59483 5.63919 23.72035 0.079
C -5.17071 -5.64272 28.91791 -0.055
C -4.95608 -4.11944 28.46726 -0.398
C -6.20672 -3.28096 28.61318 -0.187
O -7.35610 -3.79660 27.82837 -0.180
C -8.38333 -2.85840 27.93325 -0.152
N -3.98453 -3.55344 29.41314 0.011
H -4.18409 -6.10335 28.96812 0.054
H -5.66628 -6.28735 28.19198 0.066
H -5.52229 -5.77100 29.94164 0.071
H -4.59158 -4.02458 27.44439 0.137
H -5.96683 -2.23024 28.45026 0.125
H -6.49677 -3.46283 29.64802 0.116
H -9.09886 -3.22963 27.19955 0.090
H -8.23137 -1.84052 27.57419 0.087
H -8.76260 -2.87106 28.95505 0.087
H -4.34610 -3.64980 30.35127 0.063
H -3.12822 -4.08863 29.43334 0.064
C -19.83272 3.24420 17.59824 -0.065
C -18.62039 2.33546 17.85490 -0.487
C -18.58882 1.21275 16.84328 -0.182
O -19.82647 0.45690 16.75737 -0.212
C -20.01970 -0.57526 17.71966 -0.097
N -17.54804 3.25994 17.80466 0.034
H -19.78127 3.81039 16.66824 0.082
H -19.95676 3.96934 18.40252 0.071
H -20.74829 2.65408 17.55843 0.069
H -18.66854 1.82448 18.81651 0.130
H -17.69878 0.59281 16.95091 0.125
H -18.52501 1.73812 15.89038 0.125
H -20.95207 -1.10284 17.51856 0.087
H -19.94360 -0.15992 18.72455 0.079
H -19.16169 -1.23053 17.56955 0.081
H -16.76208 2.71075 18.12210 0.081
H -17.63792 3.95549 18.53146 0.079
```

As for the spin multiplicity: 1. The total charge is -1. As for the largest force on an atom: 3.35 eV Å⁻¹. Its HOMO energy is -7.6 eV.

=====

Computed, not measured: C4H7N3O in the gas phase in a non-equilibrium geometry, with ωB97M-V/def2-TZVPD.

Structure (XYZ):
```
15
Properties=species:S:1:pos:R:3:lowdin_charge:R:1
C 0.01099 -1.66838 0.89009 -0.168
C 0.94603 -0.05546 -0.32127 -0.221
C -0.00546 1.63402 -1.85726 -0.029
C 0.08277 2.18621 -0.40412 -0.143
H -2.08460 -3.23575 2.39524 0.124
H 0.98513 -2.03023 1.31127 0.144
H 1.92391 -0.34790 -0.08355 0.102
H -0.64100 0.75442 -1.92008 0.082
H 0.17391 2.26878 -2.70867 0.086
H 0.59400 3.10354 -0.14757 0.084
H -0.49691 1.84450 0.54394 0.131
N -1.27214 -2.08838 1.04344 0.011
N -0.18974 -0.63913 -0.04874 0.056
N 1.11384 1.22938 -0.83020 -0.104
O -1.14072 -2.95563 2.13748 -0.155
```

As for the spin multiplicity: 1. For the energy above the lowest of the compared OMol25 structures with the same formula, charge and spin, the calculation gives 5.935 eV. As for the largest force on an atom: 6.25 eV Å⁻¹. As for the SMILES: O/N=C/N=C/N1CC1. Its HOMO energy is -8.6 eV.

=====

Computed, not measured: an isolated ion of composition C5H12NO2 and charge -1 in a non-equilibrium geometry, with ωB97M-V/def2-TZVPD.

Structure (XYZ):
```
20
Properties=species:S:1:pos:R:3:lowdin_charge:R:1
C 2.56262 -1.05969 0.32025 -0.095
N 1.71110 -0.03359 1.19909 -0.075
C 0.31405 -0.01600 0.64961 -0.361
C 0.35559 1.04312 -0.58055 -0.141
C -1.04391 1.75449 -0.79515 -0.393
O -1.99871 0.86077 -1.19813 -0.215
C -0.37449 -1.30928 0.17830 -0.350
O -1.78968 -1.11126 0.28520 -0.300
H 2.02809 -1.56151 -0.47766 0.046
H 3.37766 -0.40384 -0.15658 0.075
H 3.03920 -1.84102 0.84758 0.027
H 1.87000 -0.24140 2.12481 0.027
H -0.31443 0.43855 1.53280 0.157
H 1.26974 1.70576 -0.30196 0.111
H 0.52470 0.35035 -1.45773 0.100
H -1.27508 2.33526 0.14578 0.098
H -0.95115 2.46458 -1.63601 0.083
H -0.01414 -1.36419 -0.81250 0.062
H -0.06990 -2.09204 0.89946 0.103
H -2.03847 -0.02725 -0.43293 0.037
```

As for the spin multiplicity: 1. The total charge is -1. For the energy above the lowest of the compared OMol25 structures with the same formula, charge and spin, the calculation gives 3.933 eV. As for the largest force on an atom: 5.51 eV Å⁻¹. As for the SMILES: CN[C@H](C[O-])CCO. Its HOMO energy is -3.6 eV.

=====

Computed, not measured: C4H8FN in the gas phase in a non-equilibrium geometry, with ωB97M-V/def2-TZVPD.

Structure (XYZ):
```
14
Properties=species:S:1:pos:R:3:lowdin_charge:R:1
C -0.26220 1.48415 0.16042 -0.018
C -0.20017 0.00856 -0.02565 -0.575
C 0.49394 -0.83139 0.94110 -0.037
C 1.08926 -0.59666 -0.35951 -0.258
H 0.35257 1.87551 0.98232 0.091
H -1.30125 1.69797 0.39155 0.081
H 0.03484 1.95201 -0.77197 0.084
H -1.48994 -0.23797 -1.57597 0.095
H -1.61900 -1.49452 -0.52563 0.078
H 0.09760 -1.79772 1.13852 0.102
H 0.87278 -0.33616 1.84057 0.128
H 1.12670 -1.42167 -1.05667 0.148
N -1.39576 -0.51183 -0.59040 0.079
F 2.20062 0.20974 -0.54867 0.001
```

As for the spin multiplicity: 1. For the energy above the lowest of the compared OMol25 structures with the same formula, charge and spin, the calculation gives 0.951 eV. As for the largest force on an atom: 2.79 eV Å⁻¹. As for the SMILES: C[C@]1(N)C[C@@H]1F. Its HOMO energy is -9.0 eV.